Entry from the OMol25 dataset: the ion C5H9N6 with charge +1 in a non-equilibrium geometry (ωB97M-V/def2-TZVPD).

## Properties
**Molar mass**: 153.17 g/mol
**E**: -524.02683 a.u.

The geometry in ORCA input format:
```
! wB97M-V def2-TZVPD RIJCOSX def2/J DEFGRID3
* xyz 1 1
H -0.581 -2.624 0.405
H -3.179 0.372 -0.554
H -2.808 1.248 0.762
N 2.580 -0.497 -0.023
H -1.231 2.326 -1.206
N 0.519 -0.855 -0.797
N 0.583 2.071 -0.282
H 0.700 0.122 -1.190
C -0.683 -0.759 -0.062
N -2.628 0.454 0.278
C -0.572 1.646 -0.593
H 2.013 -2.399 -0.535
H 1.146 2.009 1.685
H -2.201 -1.660 0.747
N -1.204 -1.819 0.561
C 1.738 -1.415 -0.496
C 2.242 0.590 0.656
N -1.309 0.476 -0.150
C 1.367 1.512 0.719
H 3.509 -0.800 0.076
*
```

Entry from the OMol25 dataset: a structure of composition C4H7N3O2 in a non-equilibrium geometry (ωB97M-V/def2-TZVPD).

## Properties
**Molar mass**: 129.12 g/mol
**E**: -471.03433 a.u.

The geometry in ORCA input format:
```
! wB97M-V def2-TZVPD RIJCOSX def2/J DEFGRID3
* xyz 0 1
H -0.230 -3.720 -0.521
N -0.444 1.653 -0.560
H -2.144 -1.775 0.042
H -0.745 0.495 -2.371
H 0.318 -1.020 2.591
O 0.658 2.587 1.264
C 0.449 0.036 0.602
N 0.904 -0.651 1.777
H -1.552 -2.566 -2.339
H 1.948 -0.884 1.676
N -0.100 -0.435 -0.628
C 0.254 1.461 0.533
O 0.033 -1.790 -1.049
C -0.594 0.526 -1.345
H 0.684 2.329 2.253
C -1.164 -2.557 -0.986
*
```

Entry from the OMol25 dataset: a cluster of 3 separate species, C3H12O2S2 in total (ωB97M-V/def2-TZVPD).

## Properties
**Molar mass**: 144.26 g/mol
**E**: -1068.33530 a.u.

The geometry in ORCA input format:
```
! wB97M-V def2-TZVPD RIJCOSX def2/J DEFGRID3
* xyz 0 1
H 0.250 2.139 -2.911
O 0.512 1.028 2.582
H 0.011 -2.582 -1.574
H -2.078 0.321 1.164
H 0.364 -3.471 -0.133
H 0.497 3.488 -1.827
H -0.893 2.464 -1.524
C 0.130 2.466 -1.885
H 2.186 -1.927 0.022
H -0.833 -2.160 -0.050
S 1.399 -0.275 -1.576
H -0.449 0.830 2.539
H 0.739 1.211 1.651
O -2.232 0.015 2.078
C 1.221 -1.470 -0.190
H -3.135 -0.321 2.118
C 0.104 -2.475 -0.496
S 1.140 1.570 -0.681
H 1.067 -0.850 0.693
*
```

Entry from the OMol25 dataset: a cluster of 8 separate species, C20H56N2O8 in total in a non-equilibrium geometry (ωB97M-V/def2-TZVPD).

## Properties
**Molar mass**: 452.67 g/mol
**E**: -1506.75767 a.u.

The geometry in ORCA input format:
```
! wB97M-V def2-TZVPD RIJCOSX def2/J DEFGRID3
* xyz 0 1
H 2.167 -1.206 -6.161
H 0.995 0.973 3.341
H 0.344 1.463 1.799
H -0.582 -1.962 -3.655
H 1.383 2.971 0.437
H -0.695 -4.500 2.294
H 2.860 -1.122 3.139
O 1.129 -0.795 1.134
H 2.371 0.550 0.670
H -0.051 -3.298 1.139
C -2.154 -1.471 4.702
H 0.407 -4.871 0.900
H 3.311 -0.654 -5.041
N -0.921 1.183 -2.432
C -3.721 3.037 0.182
H 0.214 -2.811 -5.049
H 2.540 2.293 -0.692
H -2.618 -1.341 -0.350
C -2.479 2.319 0.645
H -0.327 -1.077 -5.079
H -1.925 -2.837 -1.051
C 2.269 -0.706 -5.177
H 2.984 -4.999 1.097
N -1.803 2.879 -3.416
C 1.614 4.941 -1.596
H -0.927 3.433 -3.387
H -4.597 2.521 0.453
C 1.910 0.059 1.539
H -1.036 0.122 3.798
H -2.920 -0.450 2.244
H -1.356 -0.672 1.428
H 1.786 -4.934 4.112
C 3.094 -0.580 2.229
O 1.326 3.052 -2.790
H 2.410 -3.330 0.712
H 0.009 1.558 -2.573
C 1.039 3.508 -1.647
H 1.858 2.105 2.355
H -2.370 -1.622 -2.150
H -0.070 3.541 -1.639
H -3.797 3.186 -0.865
H -2.379 3.116 2.658
H 0.297 -1.300 2.790
C 0.173 -4.218 1.685
H -1.264 2.646 -0.717
O -3.167 1.027 -2.960
O 1.968 -2.383 -3.521
H 2.256 2.849 -2.803
O -0.703 -1.176 -1.076
H 1.914 0.284 -5.287
H -3.152 -1.035 4.738
H 1.298 -0.606 -3.307
C -1.961 1.703 -2.984
H -3.374 1.656 2.482
C -1.942 -1.736 -1.173
C 1.480 -4.167 2.454
H -2.409 1.368 0.121
C -2.497 2.209 2.207
H -0.534 -0.998 -0.149
H 3.561 -3.737 2.024
H -0.943 0.254 -2.031
C 1.243 1.219 2.315
H -1.616 -1.475 5.649
H 1.197 5.359 -0.661
H -2.387 -2.515 4.449
H 3.746 0.250 2.507
O -1.457 2.930 0.193
H -1.646 1.674 2.643
H 2.711 4.822 -1.534
H 0.895 1.577 -0.487
C -1.259 -0.930 3.549
H 1.536 -1.052 0.306
H 1.468 -3.293 3.058
C 2.681 -4.027 1.516
O 1.475 -5.165 3.218
C 0.101 -1.852 -4.477
C -1.991 -0.991 2.301
H -2.758 3.366 -3.528
H 1.486 5.613 -2.454
C 1.455 2.506 -0.544
C 1.452 -1.393 -4.048
H -3.835 4.054 0.569
H 3.676 -1.271 1.635
H -2.350 -2.002 2.066
H 2.016 -2.075 -2.605
O -0.150 -1.512 3.634
*
```

Entry from the OMol25 dataset: a structure of composition C42H43BN10O2SSn in a non-equilibrium geometry (ωB97M-V/def2-TZVPD).

## Properties
**Molar mass**: 881.46 g/mol
**E**: -2961.68686 a.u.

The geometry in ORCA input format:
```
! wB97M-V def2-TZVPD RIJCOSX def2/J DEFGRID3
* xyz -2 1
B 3.256 -0.934 1.763
C -1.604 3.999 2.732
H -0.792 -1.962 3.627
H -4.470 -6.610 1.870
C 0.031 -3.433 -4.696
H 0.044 2.228 -5.036
C -1.373 2.916 1.845
C -0.108 -2.035 -2.724
H 0.557 -4.746 0.233
H -2.269 -6.078 -1.861
H -5.582 -7.357 -0.220
N 3.288 0.441 1.030
C 2.161 -0.680 4.075
C 4.373 1.231 0.996
H 4.665 -3.378 1.583
C 3.770 -3.893 -0.406
H 1.180 -7.359 -1.166
H -0.311 -6.271 0.465
C 0.773 2.548 2.614
H -2.206 6.416 3.478
C -0.025 -4.559 -3.881
C -3.330 -0.304 0.381
H -3.783 1.248 1.752
N -0.272 2.211 1.776
C -0.042 1.535 -2.979
H -3.869 -0.391 2.440
N 0.914 -1.617 2.489
C -3.317 0.262 1.767
H -3.994 0.735 -2.591
H -5.503 -5.889 -2.219
C -2.971 -2.710 -0.055
S 0.064 -0.590 -4.868
H 3.045 -0.213 4.478
C -0.103 4.252 -2.316
H 1.525 3.865 4.113
N 2.106 -1.058 2.780
C 4.008 -3.182 0.751
N -3.368 -1.562 0.175
N -3.001 5.793 3.538
N -0.124 -0.752 -2.261
H -2.169 2.657 1.148
C -4.449 -5.980 0.988
C 2.820 -3.108 -1.090
C -3.272 0.281 -1.916
C -0.186 -3.176 -1.922
H -2.296 0.376 2.139
O -3.745 0.544 -0.585
C 0.215 -1.571 3.612
Sn 0.027 0.246 -0.119
C -1.317 -6.600 -2.003
C 0.673 3.622 3.487
H 1.664 1.936 2.560
H 1.313 -6.770 -2.834
C -2.879 4.628 2.733
H -0.276 -3.031 -0.855
H -0.566 5.181 4.284
C -0.042 0.155 -3.263
H 2.242 2.599 -1.035
C -5.075 -6.401 -0.179
H 0.011 -5.539 -4.342
H 2.024 -5.840 -1.507
H -1.205 -4.794 0.073
H 2.355 -3.282 -2.050
H 5.239 0.985 1.588
C -0.119 3.278 -1.316
C -0.009 -2.175 -4.115
C -0.283 -5.348 -0.122
C -0.085 1.914 -1.594
C 4.139 2.272 0.122
C -0.487 4.368 3.573
O -3.894 4.235 2.122
H -0.145 3.605 -0.287
H 0.649 -0.797 5.676
H -1.325 -7.500 -1.380
C 2.841 2.031 -0.345
C -4.362 -4.362 -1.257
H -1.251 -6.911 -3.048
H -0.013 4.612 -4.441
H 4.214 -4.827 -0.708
N 2.342 0.935 0.213
C -0.143 -5.695 -1.606
H 0.104 -3.541 -5.773
H -3.203 -0.789 -2.115
N 2.503 -2.023 -0.401
C -5.024 -5.578 -1.297
H -2.295 0.739 -2.060
C -0.008 2.526 -3.993
H -3.865 6.260 3.297
H -4.309 -3.738 -2.141
C -0.131 -4.439 -2.485
H -3.285 -4.454 1.952
N 3.240 -2.076 0.727
C 0.954 -0.986 4.660
C 1.174 -6.462 -1.794
H -0.131 5.302 -2.052
H 4.799 3.082 -0.135
C -3.741 -3.929 -0.078
C -0.039 3.861 -3.658
C -3.786 -4.765 1.044
H 4.296 -0.989 2.386
*
```

Entry from the OMol25 dataset: a cluster of 2 separate species, C5H12O in total in a non-equilibrium geometry (ωB97M-V/def2-TZVPD).

## Properties
**<S²>**: 0.754
**Molar mass**: 88.15 g/mol
**E**: -272.53724 a.u.

The geometry in ORCA input format:
```
! wB97M-V def2-TZVPD RIJCOSX def2/J DEFGRID3
* xyz 1 2
H 1.086 1.425 0.560
H -0.422 -2.133 -0.334
C -1.239 0.006 -0.052
H 1.866 -0.044 -1.774
H -0.058 2.775 -0.195
O 0.986 -0.003 2.095
C -1.141 -1.558 0.156
H 0.504 -0.885 2.002
C 0.010 0.535 -0.653
H -1.578 0.538 0.877
H 1.968 0.030 1.802
H -0.994 -1.759 1.250
H 0.563 -1.085 -1.863
C 0.536 1.847 -0.336
H -2.192 -1.838 0.004
C 0.813 -0.219 -1.440
H -1.880 0.229 -1.017
H 1.173 2.139 -1.081
*
```

Entry from the OMol25 dataset: a cluster of 2 separate species, C26H47ClN3O4S2 in total in a non-equilibrium geometry (ωB97M-V/def2-TZVPD).

## Properties
**Molar mass**: 565.27 g/mol
**E**: -2740.38141 a.u.

The geometry in ORCA input format:
```
! wB97M-V def2-TZVPD RIJCOSX def2/J DEFGRID3
* xyz 1 1
H 7.708 -1.518 -4.041
C 4.824 -0.735 -4.150
C -2.012 3.776 -0.430
H 7.355 -3.010 -4.886
H -2.542 -1.338 -2.237
O 5.242 0.252 -3.226
S 0.278 4.164 1.746
H 1.233 -3.365 -0.913
H 1.435 0.156 3.361
C 0.619 -4.258 -0.995
H 1.556 2.625 -1.455
H -3.010 -2.865 2.988
C 3.307 1.439 -1.056
C 6.395 0.987 -3.604
C -3.551 0.348 3.922
H 3.938 1.972 -0.354
H -5.184 0.167 -0.193
C 5.595 -2.059 -4.081
H 1.011 -4.910 -1.767
C -2.376 -2.334 3.693
H 6.342 1.956 -3.107
H -5.423 -1.414 0.425
C -4.802 -0.534 0.538
H -2.986 -0.208 -0.508
C -3.987 2.631 0.896
H 3.780 -0.944 -3.893
H 0.979 0.164 0.994
H -2.325 3.721 -1.466
H 4.774 -2.724 -2.334
O -5.172 -1.079 4.833
O -3.114 -1.863 4.813
C 6.988 -2.002 -4.700
C -4.033 0.801 2.683
C -4.044 -0.936 4.545
C -0.909 -2.509 -1.502
C 1.633 0.939 1.408
H 1.249 0.913 -1.077
C -3.344 -0.903 0.237
N 1.614 2.183 0.602
H -0.583 -1.986 -0.598
H -4.008 4.421 -0.205
H -1.438 2.896 4.610
C -2.160 2.288 4.095
H 0.608 -4.773 -0.041
H -3.980 1.909 0.093
H -5.033 2.896 1.053
H -2.738 -3.102 -2.339
H -5.972 0.643 1.892
H 2.037 1.803 3.350
H 3.436 0.378 -0.865
H 5.014 -2.787 -4.655
H -1.615 -3.007 4.058
O -0.718 -3.898 -1.349
H 2.647 0.561 1.338
H -5.404 -0.835 2.575
C -2.393 -2.282 -1.720
H -2.222 3.557 2.552
H -2.545 -2.898 0.291
H 0.319 1.444 3.036
H -0.335 -2.167 -2.367
C -5.097 -0.001 1.969
Cl -1.987 0.588 6.140
H 7.310 0.493 -3.272
C -3.530 2.024 2.184
N 5.705 -2.564 -2.708
C 1.840 1.792 -0.827
H 3.599 1.615 -2.080
H 6.978 -1.466 -5.651
H -4.098 -2.844 -0.472
H -3.100 4.617 1.243
H 4.826 -0.326 -5.169
H 6.433 1.148 -4.684
H -2.728 -0.867 1.125
H -1.867 -1.530 3.161
C -2.601 1.098 4.634
N -2.631 2.695 2.911
H 6.085 -1.818 -2.131
H -1.396 4.663 -0.342
S -0.979 2.320 -0.202
C 0.390 2.881 0.742
C 1.339 1.124 2.876
C -3.288 3.920 0.432
C -3.158 -2.310 -0.391
*
```

Entry from the OMol25 dataset: a cluster of 13 separate species, C37H77N3O31S6 in total in a non-equilibrium geometry (ωB97M-V/def2-TZVPD).

## Properties
**<S²>**: 0.754
**Molar mass**: 1252.41 g/mol
**E**: -6341.17050 a.u.

The geometry in ORCA input format:
```
! wB97M-V def2-TZVPD RIJCOSX def2/J DEFGRID3
* xyz 1 2
O -6.021 -1.053 -3.512
S -4.372 3.374 -0.562
H 3.354 -0.492 2.230
H 1.759 8.586 -2.325
O 1.324 -3.354 3.082
H -0.420 4.277 -4.985
C 3.140 4.196 -0.108
H 3.800 -1.517 -3.470
H 2.475 2.018 -3.771
S -5.084 -0.783 -4.583
O -5.295 4.473 -0.835
C -0.087 5.726 -0.137
H -1.991 -3.462 3.854
H -3.698 -6.633 1.011
H 1.658 1.124 0.464
O 5.984 -2.262 2.000
H 2.658 4.055 -4.858
H 0.680 1.430 5.138
C -1.917 -1.220 3.651
O -1.591 -1.503 -0.184
H -0.831 -6.196 2.315
H 7.334 3.254 0.933
O 4.292 -3.967 2.635
H 3.418 -3.781 6.882
C -0.514 1.417 0.705
H -1.367 4.109 2.820
O 2.977 -4.031 -4.888
H -2.683 -4.835 2.186
S -0.861 -0.527 -1.006
C 4.133 -0.852 1.558
O 5.280 -4.225 0.336
H 0.504 2.163 -4.758
H -0.304 2.485 0.751
H -2.192 -3.971 0.893
C 1.805 2.746 -3.315
H 3.435 4.830 -0.944
O 0.701 -0.376 -0.402
O 2.888 -2.851 5.117
H -5.551 0.437 0.941
H 1.831 2.057 3.321
O -0.910 7.767 0.869
C 0.771 0.540 0.710
O -4.560 -4.494 -4.144
H -2.158 -0.028 -5.301
H -3.949 2.365 -5.243
C -2.256 -5.015 1.200
O -5.101 -1.777 -5.670
C -3.887 -2.553 4.136
O -0.790 -0.682 -2.457
H 0.297 9.063 -0.765
C -0.810 2.807 4.393
H -0.634 -2.984 -4.617
H -2.315 1.102 -3.987
N 2.371 -3.836 -2.791
O -4.533 2.113 -1.662
O 0.589 -2.786 5.499
C 2.735 -3.313 -3.921
N 5.406 3.547 0.426
H 2.155 3.753 -0.258
H 1.908 2.582 -2.242
C -1.531 -4.194 -2.967
O 3.914 -2.094 0.904
C -3.184 -5.933 0.352
H -4.398 -3.464 3.826
O 3.997 2.033 -0.399
H -3.811 1.108 -6.539
H 3.164 4.823 0.783
H -0.940 -7.828 0.686
H -4.225 0.194 -1.493
H 6.341 -0.302 2.046
H -5.973 0.662 -1.516
H 3.267 -1.551 -5.118
H 6.870 2.315 -0.451
H -3.806 0.718 0.624
O 0.704 3.700 2.851
C 4.228 3.156 -0.019
H -2.177 -2.357 -4.077
O 1.605 -1.016 3.935
H -1.214 1.081 1.470
C -1.589 -3.270 -4.176
C 1.520 2.992 3.787
S 4.895 -3.314 1.474
H 0.976 7.093 -2.627
C -2.890 0.499 -4.690
H 2.095 -4.805 -2.726
O -2.302 -4.012 -5.139
C -4.109 -1.571 2.962
C -4.979 0.894 -1.133
H -5.048 -1.040 3.117
H -0.388 4.965 3.971
H 0.684 -4.269 6.977
H -0.148 -5.121 0.992
H -1.554 3.169 5.102
C 0.578 2.499 4.950
C -4.825 0.962 0.321
H 0.519 5.478 -1.008
H 6.393 1.782 1.163
O -2.340 -6.763 -0.461
C 0.425 2.699 -3.813
H 0.315 5.345 0.802
H -4.415 -2.214 5.028
C 2.976 -1.840 -4.107
H 2.655 -4.778 5.658
H -0.276 -6.819 -0.556
C 2.448 -3.153 -1.533
O -3.127 -0.603 3.177
H -1.790 -3.636 -2.068
O -2.987 3.687 -0.236
N 0.475 8.068 -0.766
H -1.058 5.253 -0.281
C 5.499 -0.967 2.244
H 5.375 -0.916 3.326
H 0.948 -0.057 1.605
H 4.165 -0.105 0.766
H -2.275 -2.458 5.401
H 3.183 4.435 -3.232
O -3.597 -0.449 -3.970
H 2.368 3.549 4.187
C 0.013 4.155 -3.992
C 2.624 -3.799 6.135
H 1.641 -2.422 -1.481
H -0.524 -4.538 -2.731
O -3.352 -6.358 -5.363
C -1.053 -6.855 0.208
O -5.152 0.775 -5.130
H -0.219 2.036 -3.236
C -3.930 1.299 -5.473
O -2.339 -5.362 -3.184
C -0.537 3.986 3.515
H 2.324 7.202 -1.406
C 2.337 4.073 -3.817
H 3.406 -2.637 -1.484
C -0.938 -5.805 1.303
H 0.770 2.973 5.913
C -2.370 -2.552 4.319
H -1.282 -1.500 2.810
H -1.359 -0.526 4.279
H -3.885 -5.400 -0.290
S -3.330 -5.152 -4.513
H 5.553 4.496 0.738
C 1.213 -3.404 6.577
H 2.279 -3.827 -0.693
C -0.186 7.259 0.021
H 2.020 -1.352 -3.919
C 1.435 7.672 -1.826
S 1.580 -2.451 4.217
H 1.112 -2.692 7.396
H -0.709 4.425 -3.221
H -1.260 1.955 3.884
O -1.091 1.049 -0.500
O -5.085 2.345 0.515
C 6.521 2.655 0.524
O 1.168 4.953 -3.795
H -4.000 -1.979 1.957
*
```